# 1
{
  "formula": "C4H8N2O",
  "method": "wB97M-V/def2-TZVPD",
  "gap_ev": 10.824,
  "homo_energy_ha": -0.3695,
  "species": ["N", "C", "C", "N", "C", "C", "O", "H", "H", "H", "H", "H", "H", "H", "H"],
  "coordinates": [[-0.4940, 1.8980, 1.7058], [-0.5975, 0.8824, 1.1662], [-0.7737, -0.4022, 0.4643], [-2.1877, -0.4685, 0.0837], [0.1634, -0.4728, -0.7599], [1.5670, 0.0932, -0.5154], [1.5083, 1.4894, -0.3269], [-0.4815, -1.1976, 1.1730], [-2.4585, -1.4148, -0.1646], [-2.7600, -0.1925, 0.8776], [-0.3275, 0.0475, -1.5888], [0.2735, -1.5272, -1.0542], [2.1868, -0.1302, -1.3913], [2.0124, -0.4213, 0.3532], [2.3690, 1.8166, -0.0226]]
}

---

# 2
{
  "formula": "C36H41BBrF5O16",
  "method": "wB97M-V/def2-TZVPD",
  "gap_ev": 9.340,
  "homo_energy_ha": -0.3439,
  "species": ["O", "C", "C", "B", "Br", "C", "F", "F", "C", "C", "C", "C", "C", "C", "F", "F", "F", "C", "C", "C", "C", "C", "C", "C", "H", "H", "H", "H", "H", "H", "H", "H", "H", "H", "H", "C", "C", "C", "O", "C", "O", "O", "H", "H", "H", "H", "H", "H", "C", "C", "C", "O", "C", "O", "O", "H", "H", "H", "H", "H", "H", "C", "C", "C", "O", "C", "O", "O", "H", "H", "H", "H", "H", "H", "C", "C", "C", "O", "C", "O", "O", "H", "H", "H", "H", "H", "H", "C", "C", "C", "O", "C", "O", "O", "H", "H", "H", "H", "H", "H"],
  "coordinates": [[1.2308, -5.6887, 1.7989], [0.7447, -4.6697, 1.3252], [-0.5630, -4.7795, 0.5461], [-1.7915, -4.4355, 1.4696], [-1.5190, -3.9456, 3.3313], [-3.3097, -4.4430, 0.9045], [-3.3572, -4.6297, -0.4438], [-3.9525, -5.4921, 1.5248], [-3.9569, -3.1269, 1.3117], [-5.1436, -3.0560, 1.9960], [-5.6676, -1.8378, 2.3564], [-4.9687, -0.6929, 2.0529], [-3.7861, -0.7721, 1.3661], [-2.9738, 0.4684, 1.0265], [-3.6803, 1.5946, 1.0730], [-1.9276, 0.5535, 1.8858], [-2.4138, 0.3216, -0.1915], [-3.2681, -1.9876, 0.9793], [1.4509, -3.3564, 1.4868], [2.5429, -3.3019, 2.3285], [3.2430, -2.1381, 2.4867], [2.8656, -0.9963, 1.8048], [1.7604, -1.0305, 0.9966], [1.0608, -2.2005, 0.8398], [-0.6804, -5.7849, 0.1283], [-0.5561, -4.0628, -0.2904], [-5.6941, -3.9501, 2.2699], [-6.6165, -1.7443, 2.8713], [-5.3323, 0.2875, 2.3448], [-2.3308, -1.9818, 0.4295], [2.8529, -4.1877, 2.8729], [4.1124, -2.1039, 3.1342], [3.4430, -0.0842, 1.9165], [1.4174, -0.1745, 0.4470], [0.1859, -2.2030, 0.1929], [-0.9343, 0.9647, 5.4198], [0.5690, 1.0665, 5.5098], [1.2466, 1.3570, 4.1930], [2.5283, 0.7437, 4.3728], [2.3650, -0.2729, 5.2590], [3.1725, -1.1186, 5.4660], [1.1518, -0.1978, 5.8625], [-1.3615, 0.7598, 6.4020], [-1.3658, 1.8908, 5.0389], [-1.2276, 0.1403, 4.7679], [0.8552, 1.7954, 6.2738], [1.3522, 2.4223, 3.9987], [0.7516, 0.8837, 3.3404], [-7.2169, 3.4620, -0.0451], [-8.2678, 2.7937, 0.8076], [-8.3894, 3.3634, 2.1996], [-8.8518, 2.2341, 2.9495], [-8.4018, 1.1221, 2.3146], [-8.4232, 0.0272, 2.7747], [-7.9162, 1.4291, 1.0851], [-7.1850, 3.0077, -1.0355], [-7.4248, 4.5264, -0.1574], [-6.2253, 3.3361, 0.3929], [-9.2320, 2.7961, 0.2918], [-9.1012, 4.1837, 2.2595], [-7.4320, 3.6876, 2.6153], [3.9253, 1.9449, -4.2072], [3.7157, 1.8038, -2.7212], [3.6644, 0.3795, -2.2373], [2.8267, 0.4787, -1.0777], [2.0039, 1.5436, -1.2773], [1.0439, 1.7866, -0.6161], [2.4159, 2.2872, -2.3319], [3.9567, 2.9997, -4.4849], [4.8580, 1.4758, -4.5199], [3.0991, 1.4978, -4.7629], [4.4678, 2.3810, -2.1767], [4.6461, -0.0056, -1.9701], [3.1921, -0.3034, -2.9478], [1.3856, 6.8546, -5.8460], [0.8410, 5.5451, -6.3623], [0.7019, 4.4756, -5.3077], [0.8575, 3.2719, -6.0697], [1.6300, 3.5845, -7.1467], [2.1279, 2.7868, -7.8702], [1.7590, 4.9302, -7.2776], [1.4557, 7.5829, -6.6541], [0.7441, 7.2629, -5.0646], [2.3932, 6.7245, -5.4485], [-0.1034, 5.7092, -6.8890], [-0.2675, 4.4948, -4.8145], [1.4894, 4.5111, -4.5505], [5.6399, -5.0275, -1.9151], [6.6769, -3.9767, -1.6025], [6.4618, -3.2704, -0.2867], [7.0511, -1.9870, -0.5356], [6.9594, -1.7557, -1.8678], [7.1561, -0.6994, -2.3800], [6.6029, -2.8817, -2.5332], [5.8552, -5.5018, -2.8729], [5.6192, -5.7967, -1.1430], [4.6485, -4.5798, -1.9986], [7.6811, -4.4050, -1.6649], [6.9556, -3.7671, 0.5453], [5.4058, -3.1265, -0.0426]]
}

---

# 3
{
  "formula": "C26H34Cl3N6O6P2Ru",
  "method": "wB97M-V/def2-TZVPD",
  "gap_ev": [5.497, 5.095],
  "homo_energy_ha": [-0.2262, -0.2941],
  "s_squared": 8.90,
  "multiplicity": 6,
  "species": ["Ru", "C", "C", "C", "N", "C", "C", "C", "C", "C", "C", "C", "N", "C", "C", "C", "N", "C", "C", "C", "C", "C", "C", "C", "N", "C", "C", "H", "H", "H", "H", "H", "H", "H", "H", "H", "H", "H", "H", "H", "H", "H", "H", "H", "H", "H", "H", "H", "H", "H", "H", "H", "H", "N", "C", "C", "P", "O", "O", "O", "P", "O", "O", "O", "H", "H", "H", "H", "H", "H", "H", "H", "Cl", "C", "Cl", "Cl", "C", "N"],
  "coordinates": [[0.3862, 0.2339, 0.3741], [-0.8426, 3.1153, -1.8040], [0.6075, 3.1055, -2.2722], [1.4055, 1.8247, -2.0194], [1.5783, 1.4806, -0.6118], [2.5957, 1.9996, 0.1122], [3.4068, 3.0365, -0.4171], [4.4690, 3.7372, 0.2349], [4.8801, 3.6805, 1.5159], [4.3646, 2.8426, 2.6053], [3.4490, 1.8721, 2.5150], [2.7024, 1.3985, 1.3903], [1.9129, 0.2478, 1.5391], [2.4017, -0.8841, 2.2846], [2.2448, -2.1854, 1.4864], [2.3600, -2.0067, -0.0255], [1.1606, -1.3842, -0.5839], [0.5860, -1.7753, -1.6898], [1.2115, -2.7147, -2.5740], [0.7391, -3.3460, -3.6985], [-0.5136, -3.2729, -4.3062], [-1.5775, -2.4394, -3.9518], [-1.6466, -1.4749, -2.9826], [-0.6941, -1.0664, -1.9864], [-0.9143, -0.0434, -1.2106], [-2.0463, 0.8703, -1.3684], [-1.7400, 1.9998, -2.3556], [-1.2597, 4.0822, -2.0912], [-0.8856, 3.1067, -0.7149], [1.1211, 3.9486, -1.8039], [0.6456, 3.2749, -3.3540], [2.3854, 1.9037, -2.4944], [0.9000, 0.9817, -2.4913], [3.1807, 3.3881, -1.4096], [4.9734, 4.4528, -0.4048], [5.6837, 4.3511, 1.7973], [4.7934, 3.0207, 3.5820], [3.2333, 1.3486, 3.4421], [1.8734, -0.9863, 3.2402], [3.4622, -0.7208, 2.5075], [1.2895, -2.6526, 1.7028], [3.0170, -2.8920, 1.8006], [2.5228, -2.9857, -0.4709], [3.2085, -1.3575, -0.2722], [2.2363, -2.9457, -2.3237], [1.4462, -4.0143, -4.1760], [-0.6722, -3.9210, -5.1586], [-2.4724, -2.5530, -4.5528], [-2.5805, -0.9380, -2.9320], [-2.2712, 1.2682, -0.3805], [-2.9325, 0.3146, -1.6589], [-2.7067, 2.4327, -2.6214], [-1.3325, 1.5831, -3.2852], [-3.6949, -3.5571, 1.0278], [-3.2005, -2.3278, 1.7852], [-3.6372, -2.4426, 3.2410], [-4.1451, -0.8980, 1.0342], [-4.0339, -1.3888, -0.5600], [-5.5616, -1.1717, 1.3881], [-3.3871, 0.3387, 1.2693], [-1.3619, -2.4175, 1.5929], [-0.8576, -3.0734, 2.9876], [-1.1423, -3.4085, 0.4855], [-0.6815, -1.0857, 1.5765], [-4.1891, -4.2022, 1.6389], [-2.8399, -3.9767, 0.5965], [-4.3110, -3.2421, 0.2744], [-4.7220, -2.3561, 3.3019], [-3.1946, -1.6302, 3.8161], [-3.2959, -3.3784, 3.6883], [-4.8866, -1.1927, -0.9713], [-0.8268, -4.0347, 2.9220], [1.3757, 4.9433, 1.9039], [0.0155, 4.0593, 2.5045], [-0.2511, 4.1091, 4.2060], [-1.8374, 5.2450, 1.4676], [-0.2190, 2.8495, 1.8834], [-0.4603, 1.8972, 1.2632]]
}